# 1
{"formula": "C24H36N9O5S3Sn", "method": "the ωB97M-V functional and the def2-TZVPD basis", "spin_multiplicity": 1, "e_above_lowest_kcal_mol": 0.0, "total_energy_ha": -3213.924026, "total_charge": 1, "molar_mass_g_mol": 745.52, "symbols": ["Sn", "S", "S", "S", "O", "O", "O", "O", "O", "N", "N", "N", "N", "N", "N", "N", "N", "N", "C", "C", "C", "C", "C", "C", "C", "C", "C", "C", "C", "C", "C", "C", "C", "C", "C", "C", "C", "C", "C", "C", "C", "C", "H", "H", "H", "H", "H", "H", "H", "H", "H", "H", "H", "H", "H", "H", "H", "H", "H", "H", "H", "H", "H", "H", "H", "H", "H", "H", "H", "H", "H", "H", "H", "H", "H", "H", "H", "H"], "positions_angstrom": [[-0.84656, -0.01225, 0.69177], [0.61003, -3.37008, -2.75765], [-3.26668, -1.29134, -0.13585], [0.07282, -3.70343, 0.14875], [2.07531, -1.16572, 0.77876], [-1.68475, 3.16646, -2.39382], [-1.17580, 0.91522, -1.22416], [0.72213, -2.01957, 2.86551], [1.35778, 1.33047, 0.17931], [-0.11424, -1.38721, -1.14465], [2.12064, -1.10396, 4.39047], [-4.01277, 1.27397, 2.16960], [-2.26033, -1.95527, 2.67215], [-4.12798, -3.73989, 0.20956], [-3.00540, -2.91860, 2.00639], [-2.15606, 2.21967, 1.15952], [2.65752, 1.45659, -1.67524], [0.05869, -0.68291, -2.33048], [2.27173, 2.83175, -1.96908], [1.72309, -1.36130, 3.12665], [-0.79760, 3.50632, -4.53012], [0.28115, 0.95816, -4.57378], [0.46209, 1.78976, -5.65706], [0.84534, -5.02586, -2.04990], [-3.28124, 2.39587, 1.85673], [0.15237, -2.63201, -1.23608], [-1.71887, 4.57010, 1.26401], [1.41014, -1.72722, 5.49521], [-0.11605, -5.17954, -0.88709], [-3.45929, -2.71389, 0.76208], [2.72195, -0.57306, -0.31693], [-2.89718, 4.75174, 1.98726], [-3.68405, 3.66693, 2.29115], [-0.52725, 0.48052, -2.27282], [3.47926, 0.76054, -2.65940], [-1.39622, 3.29081, 0.88028], [2.57446, -0.74522, 2.02232], [-0.42761, 1.37735, -3.44082], [-0.98238, 2.66718, -3.42904], [-0.08151, 3.07460, -5.62578], [3.36370, -0.42359, 4.71435], [2.17962, 0.82773, -0.60100], [-1.72240, 2.47123, -1.70709], [3.17068, 3.42533, -2.13752], [1.38746, -1.04020, 6.33967], [1.72446, 3.23562, -1.12364], [0.13041, -6.04517, -0.27317], [-4.97371, 1.43403, 2.42256], [2.53999, 0.34665, 2.10936], [2.93682, -0.08858, -3.07959], [3.80646, -0.50709, -0.15863], [-3.19575, 5.74106, 2.30862], [0.64080, -5.75125, -2.83637], [2.55660, -1.22037, -1.17894], [4.42404, 0.41979, -2.23305], [-4.43302, -4.53249, 0.74982], [1.89769, -2.65393, 5.80805], [-4.53643, -3.59678, -0.69750], [-1.29914, -2.25244, 2.82504], [-1.14555, -5.26317, -1.23460], [3.61642, -1.06853, 2.14303], [-3.07181, -3.84733, 2.39903], [-1.07824, 5.39924, 1.00344], [-4.60297, 3.77757, 2.85125], [3.25127, 0.06638, 5.67959], [1.00991, 1.44702, -6.52402], [-0.48945, 3.08509, 0.32103], [1.87711, -5.13957, -1.71969], [1.64552, 2.87438, -2.86120], [4.20448, -1.11958, 4.77973], [-2.71255, -1.68716, 3.53630], [0.68431, -0.04565, -4.57624], [3.59708, 0.34674, 3.98420], [0.39523, -1.95510, 5.18741], [3.70209, 1.45318, -3.46612], [0.05082, 3.73884, -6.47014], [-1.23429, 4.49534, -4.49252], [-3.87439, 0.47710, 1.56084]], "forces_ev_per_angstrom": [[0.0574, -0.0102, 0.0105], [-0.0021, -0.0102, -0.0096], [-0.0136, -0.0388, -0.0088], [-0.0135, 0.0185, 0.0076], [-0.0163, -0.0050, 0.0136], [0.0253, 0.0335, -0.0258], [-0.0152, 0.0026, -0.0111], [0.0464, -0.0141, -0.0156], [-0.0473, 0.0190, -0.0292], [-0.0055, -0.0363, 0.0112], [-0.0059, -0.0251, -0.0037], [0.0171, 0.0176, -0.0095], [0.0001, 0.0127, -0.0053], [0.0088, -0.0292, 0.0095], [0.0135, 0.0055, 0.0043], [-0.0002, -0.0099, 0.0160], [0.0356, 0.0075, 0.0131], [-0.0232, 0.0842, 0.0177], [0.0362, 0.0274, -0.0318], [-0.1136, 0.0974, 0.0129], [-0.0034, 0.0040, 0.0012], [-0.0018, -0.0014, -0.0073], [0.0037, -0.0058, 0.0053], [0.0080, -0.0051, -0.0035], [-0.0129, -0.0065, -0.0139], [-0.0235, -0.0013, -0.0055], [0.0068, 0.0011, -0.0043], [0.0064, -0.0035, 0.0093], [0.0255, -0.0093, 0.0019], [-0.0019, 0.0757, -0.0238], [0.0519, -0.0113, -0.0506], [-0.0068, -0.0049, 0.0063], [0.0083, 0.0082, -0.0013], [0.0297, -0.0731, 0.0400], [-0.0254, 0.0102, 0.0061], [-0.0029, -0.0004, 0.0096], [0.0408, -0.0357, 0.0182], [-0.0103, -0.0244, -0.0213], [-0.0239, -0.0060, -0.0010], [-0.0048, 0.0088, 0.0074], [0.0273, -0.0104, 0.0017], [-0.0165, -0.0236, 0.0238], [-0.0212, -0.0156, 0.0010], [0.0011, 0.0096, 0.0234], [-0.0020, 0.0042, -0.0028], [-0.0179, -0.0020, -0.0094], [0.0019, 0.0015, -0.0011], [-0.0013, 0.0011, 0.0047], [-0.0181, -0.0041, 0.0033], [0.0112, -0.0021, -0.0188], [-0.0080, -0.0237, 0.0123], [-0.0009, -0.0003, -0.0003], [-0.0022, 0.0038, -0.0041], [-0.0258, 0.0173, -0.0015], [-0.0077, -0.0008, 0.0006], [0.0009, -0.0003, 0.0044], [0.0046, 0.0062, 0.0006], [-0.0014, 0.0078, -0.0049], [0.0075, -0.0216, -0.0028], [-0.0051, 0.0104, 0.0045], [0.0078, 0.0074, -0.0183], [-0.0006, -0.0067, 0.0077], [0.0003, -0.0012, -0.0018], [0.0006, 0.0011, -0.0001], [-0.0027, -0.0015, -0.0005], [-0.0008, 0.0003, 0.0001], [-0.0008, 0.0057, 0.0041], [-0.0007, 0.0028, -0.0017], [0.0272, -0.0112, 0.0194], [-0.0013, 0.0014, 0.0015], [-0.0040, -0.0029, -0.0012], [0.0032, -0.0002, 0.0059], [-0.0019, -0.0042, 0.0055], [0.0026, -0.0045, -0.0026], [-0.0012, 0.0016, -0.0004], [-0.0008, 0.0007, 0.0006], [0.0034, 0.0006, -0.0027], [-0.0040, -0.0125, 0.0110]], "mulliken_charge": [0.812, -0.022, -0.460, 0.080, 0.067, -0.761, -0.704, -0.708, -0.873, 0.848, 0.188, -0.342, -0.330, -0.444, -0.212, 0.178, 0.246, -0.435, -1.020, 0.363, -0.581, -0.535, -0.977, -0.609, 0.591, -0.332, -1.051, -0.968, -0.666, 0.805, -1.496, -0.317, -0.798, 0.691, -1.092, -0.131, -0.802, -0.115, 0.838, -0.366, -0.930, 1.107, 0.234, 0.451, 0.354, 0.220, 0.455, 0.273, 0.479, 0.301, 0.724, 0.426, 0.425, 0.242, 0.357, 0.203, 0.335, 0.220, 0.257, 0.250, 0.541, 0.200, 0.446, 0.348, 0.313, 0.432, 0.363, 0.289, 0.293, 0.296, 0.263, 0.497, 0.350, 0.213, 0.407, 0.401, 0.474, -0.070]}

=====

# 2
{"formula": "C24H36NbO21", "method": "the ωB97M-V functional and the def2-TZVPD basis", "spin_multiplicity": 1, "total_energy_ha": -2572.936806, "total_charge": -1, "molar_mass_g_mol": 753.44, "symbols": ["Nb", "O", "O", "O", "O", "O", "O", "O", "O", "O", "O", "O", "O", "O", "O", "O", "O", "O", "O", "O", "O", "O", "C", "C", "C", "C", "C", "C", "C", "C", "C", "C", "C", "C", "C", "C", "C", "C", "C", "C", "C", "C", "C", "C", "C", "C", "H", "H", "H", "H", "H", "H", "H", "H", "H", "H", "H", "H", "H", "H", "H", "H", "H", "H", "H", "H", "H", "H", "H", "H", "H", "H", "H", "H", "H", "H", "H", "H", "H", "H", "H", "H"], "positions_angstrom": [[-1.92718, 2.63248, 2.32006], [-8.54449, 0.38749, -1.86786], [3.24940, 5.86623, 3.90370], [1.97191, 4.73717, 2.48588], [4.00504, 5.36724, 1.82817], [-2.93319, 0.06092, -1.27929], [0.60650, -2.56997, -5.75521], [2.51575, -2.30113, -6.86098], [3.58577, -6.01785, 2.06550], [-7.15794, 1.27172, -0.33109], [0.79493, -3.76405, 0.34293], [5.65941, -6.82318, 2.02405], [-0.83434, -0.65857, -1.44253], [0.18480, -4.57728, -1.66439], [0.56193, -2.18333, -7.97359], [-1.26149, 1.39874, -0.60516], [4.02195, 0.14767, -1.80533], [-7.99249, 2.56845, -1.92951], [5.26529, -4.80757, 2.95286], [4.33931, 2.07263, -0.68992], [1.79321, -3.02008, -1.49122], [2.39493, 1.01664, -0.52351], [0.86205, -3.85402, -0.99712], [3.62184, 1.00728, -1.07378], [2.35683, 2.06473, 0.47116], [1.27441, 4.67703, 3.74114], [4.81423, -7.89792, 1.60272], [-7.95131, 1.31629, -1.41551], [3.53895, -7.17032, 1.21768], [3.45950, 2.99219, -0.00247], [-1.66435, -1.79594, -1.72117], [-4.09698, 2.36384, 3.07395], [4.87699, -5.78409, 2.40416], [1.64514, -2.93070, -4.83130], [3.15860, 5.33047, 2.67148], [1.93763, 5.81154, 4.50140], [-5.52634, 4.52837, 2.60119], [2.24271, -2.14805, -0.43173], [-4.86762, 3.53508, 2.81714], [-7.35240, 3.45562, -0.99914], [-1.63527, 0.37169, -1.06340], [-2.99709, -1.14683, -2.04060], [2.86629, -2.29710, -5.46908], [1.90970, -2.97213, 0.79716], [1.16653, -2.33610, -6.96166], [-6.44251, 2.52016, -0.23102], [-5.46406, 2.40791, -0.69989], [1.62689, -2.36853, 1.65437], [1.45442, 3.70278, 4.19561], [-2.57123, 3.10966, 0.66171], [-6.30652, 2.81412, 0.80478], [-3.85441, -1.73944, -1.73488], [-1.84133, 0.79285, 2.01237], [-4.49342, 1.52861, 2.49583], [-1.27884, 2.37964, 4.04102], [0.20689, 4.79961, 3.58856], [1.70994, -4.01869, -4.78543], [1.37020, 2.51765, 0.52016], [3.01846, -1.26715, -5.14487], [4.66788, -8.57929, 2.44235], [-0.19531, 2.92989, 1.80754], [2.71560, -3.64845, 1.08555], [2.01953, 5.63021, 5.56886], [-4.09769, 2.12926, 4.13469], [-3.09330, -0.89198, -3.09740], [3.29945, -1.93030, -0.54253], [-5.81792, 5.52776, 2.40255], [-1.25373, -2.37379, -2.54361], [1.43427, -2.54434, -3.84029], [2.63618, -7.74252, 1.40971], [3.78114, -2.85961, -5.30784], [-8.11673, 3.90757, -0.36456], [-2.09872, 4.38961, 2.86349], [-6.81824, 4.23862, -1.52917], [1.68317, -1.21861, -0.48407], [5.27202, -8.43742, 0.77857], [2.57544, 1.62743, 1.44759], [1.44354, 6.76918, 4.33393], [3.94842, 3.49842, 0.82874], [3.11197, 3.73921, -0.71558], [-1.71100, -2.42353, -0.82987], [3.54048, -6.84180, 0.17727]], "forces_ev_per_angstrom": [[-0.9067, -1.4459, -1.6894], [-0.0084, -0.0154, -0.0155], [-0.0331, 0.0552, 0.0952], [-0.0919, -0.1068, -0.0060], [0.2506, 0.2964, 0.3560], [-0.0834, -0.0053, -0.0432], [0.0163, -0.0272, 0.0525], [0.0720, -0.0013, 0.0363], [-0.0281, -0.0244, -0.0494], [0.0762, 0.0515, 0.0156], [0.0368, 0.0183, 0.0978], [0.0035, -0.0643, -0.0140], [-0.0187, -0.0350, 0.0147], [-0.0013, -0.0230, -0.0183], [-0.0155, -0.0028, -0.0279], [0.3639, -0.0588, -0.1722], [0.0196, -0.0370, -0.0338], [-0.0005, 0.0996, 0.0065], [0.0067, 0.0241, 0.0037], [0.0511, 0.2047, 0.0708], [0.1242, 0.0510, -0.0681], [0.0745, 0.1256, 0.1118], [-0.0118, -0.0152, -0.0089], [-0.0382, -0.0620, -0.0206], [-0.1307, 0.2086, -0.0182], [-0.0020, 0.0942, 0.2031], [-0.0827, -0.0478, -0.0302], [0.0015, -0.0189, 0.0026], [-0.0147, -0.0851, -0.0576], [-0.2349, -0.1353, 0.3296], [-0.0736, -0.0589, -0.0119], [0.3089, 0.1306, -0.1316], [-0.0002, 0.0070, -0.0042], [0.1137, 0.0467, 0.0839], [-0.1688, -0.0854, -0.3006], [-0.1052, -0.0493, -0.0094], [0.3706, -0.1528, 0.1040], [-0.0491, 0.0012, 0.2365], [-0.4231, 0.6007, -0.0130], [0.0655, 0.0428, 0.0705], [-0.1056, -0.0773, 0.0705], [0.0211, -0.0890, -0.0571], [-0.0232, 0.0128, 0.1091], [0.1704, 0.0968, 0.0142], [0.0025, 0.0015, 0.0107], [0.0754, 0.0956, 0.0111], [-0.0101, -0.0563, -0.0264], [-0.2150, -0.0556, -0.0185], [-0.0084, -0.0112, -0.0272], [-0.0460, 0.9674, 0.2532], [-0.0763, -0.1660, 0.0740], [-0.0327, 0.0879, 0.1202], [0.0330, -0.1973, 0.7668], [0.0526, -0.2527, 0.0149], [0.2184, 0.6101, 0.0614], [-0.0085, -0.0168, -0.1496], [-0.0061, -0.0070, -0.0195], [-0.0197, -0.1182, -0.1872], [-0.0358, 0.0137, 0.0048], [-0.0256, 0.0180, 0.0193], [0.1613, 0.2601, 0.2485], [-0.0132, -0.0244, -0.0039], [0.1672, -0.0255, -0.0067], [0.0262, -0.1985, 0.1205], [0.0319, 0.0055, -0.0121], [0.0163, -0.1049, -0.1765], [-0.2186, 0.0596, -0.0632], [0.1269, 0.0802, -0.0355], [-0.1633, 0.0504, -0.0436], [-0.0475, 0.0946, 0.1152], [0.0074, -0.0530, -0.1517], [-0.0130, -0.0348, 0.0221], [0.2180, -0.2014, 0.4933], [-0.0179, -0.0690, -0.1439], [-0.0889, -0.0123, -0.0406], [0.1154, 0.1040, -0.0163], [0.0605, -0.0621, -0.0421], [0.0042, 0.0104, -0.0381], [0.2390, -0.2264, -0.3996], [-0.0240, -0.0323, -0.0366], [-0.0169, 0.0174, 0.0256], [0.0357, 0.0059, -0.0067]], "mulliken_charge": [-0.913, -0.561, -0.346, -0.179, -0.602, -0.274, -0.347, -0.350, -0.293, -0.343, -0.366, -0.333, -0.143, -0.584, -0.544, -0.372, -0.576, -0.345, -0.521, -0.378, -0.285, -0.234, 0.616, 0.634, 0.148, -0.143, -0.312, 0.660, -0.286, -0.203, -0.293, -1.458, 0.671, 0.428, 0.651, -0.393, -0.302, 0.160, 0.309, -0.350, 0.435, -0.408, -0.320, -0.200, 0.642, 0.216, 0.192, 0.410, 0.241, 0.047, -0.138, 0.350, -0.076, 0.427, -0.069, 0.134, 0.194, -0.238, 0.294, 0.246, 0.503, -0.017, 0.300, 0.411, 0.260, 0.387, 0.405, 0.258, -0.284, 0.315, 0.298, 0.266, -0.069, 0.314, -0.118, 0.300, 0.263, 0.279, 0.227, 0.206, 0.245, 0.225]}